# 1
{
  "formula": "C33H90O12",
  "method": "ωB97M-V/def2-TZVPD",
  "e_tot_ha": -2214.11615,
  "max_force_ha_per_bohr": 0.035,
  "smiles": "CC(C)O.CC(C)O.CC(C)O.CC(C)O.CC(C)O.CC(C)O.CC(C)O.CCOCC.CCO.CCO.CCO.CCO",
  "lumo_energy_ev": 0.359,
  "homo_lumo_gap_ev": 10.026,
  "e_homo_ha": -0.3553,
  "charge": 0,
  "elements": ["C", "C", "C", "O", "H", "H", "H", "H", "H", "H", "H", "H", "C", "C", "C", "O", "H", "H", "H", "H", "H", "H", "H", "H", "C", "C", "C", "O", "H", "H", "H", "H", "H", "H", "H", "H", "C", "C", "C", "O", "H", "H", "H", "H", "H", "H", "H", "H", "C", "C", "C", "O", "H", "H", "H", "H", "H", "H", "H", "H", "C", "C", "C", "O", "H", "H", "H", "H", "H", "H", "H", "H", "C", "C", "C", "O", "H", "H", "H", "H", "H", "H", "H", "H", "C", "C", "O", "C", "C", "H", "H", "H", "H", "H", "H", "H", "H", "H", "H", "C", "C", "O", "H", "H", "H", "H", "H", "H", "C", "C", "O", "H", "H", "H", "H", "H", "H", "C", "C", "O", "H", "H", "H", "H", "H", "H", "C", "C", "O", "H", "H", "H", "H", "H", "H"],
  "xyz": [[3.7423, -4.9561, 2.4181], [2.6312, -5.3863, 1.4874], [3.1264, -6.3241, 0.3929], [1.6448, -5.9914, 2.3066], [4.2803, -5.7752, 2.8993], [3.2650, -4.4184, 3.2396], [4.4651, -4.3302, 1.8970], [2.2338, -4.4664, 1.0326], [3.5580, -5.7438, -0.4264], [2.3846, -7.0390, 0.0422], [3.9594, -6.9173, 0.7855], [0.8784, -6.2098, 1.7678], [0.1472, 6.2345, 1.1248], [-0.4862, 4.8877, 1.4264], [0.2343, 3.7616, 0.7112], [-0.3554, 4.6182, 2.8369], [0.1918, 6.4313, 0.0493], [1.1704, 6.2583, 1.4993], [-0.4436, 7.0474, 1.5568], [-1.5500, 4.9001, 1.1703], [0.2733, 3.9991, -0.3553], [-0.3122, 2.8206, 0.8262], [1.2410, 3.5671, 1.0782], [-0.5566, 5.4181, 3.3314], [0.1035, 0.1396, -0.7956], [-0.6051, -0.8818, 0.0715], [0.2359, -1.3398, 1.2430], [-1.8115, -0.2786, 0.5869], [0.2876, 1.0533, -0.2244], [-0.5495, 0.4484, -1.6179], [1.0309, -0.2490, -1.2212], [-0.9395, -1.7125, -0.5525], [-0.2970, -2.0676, 1.8519], [0.4626, -0.4618, 1.8556], [1.1541, -1.7852, 0.8820], [-1.5584, 0.3733, 1.2531], [-5.1326, 2.3772, 0.2908], [-4.2844, 2.7172, -0.9290], [-3.9783, 4.1960, -1.0165], [-3.0207, 2.0529, -0.8586], [-4.5987, 2.7163, 1.1875], [-5.2680, 1.3044, 0.4493], [-6.1170, 2.8443, 0.2468], [-4.8194, 2.3638, -1.8240], [-3.4437, 4.3907, -1.9466], [-3.4066, 4.4862, -0.1376], [-4.8949, 4.7871, -1.0649], [-3.1544, 1.1047, -0.9706], [-0.2738, 2.6506, -3.8010], [-0.5641, 3.9968, -4.4429], [0.3614, 5.1403, -4.1421], [-0.7008, 3.8733, -5.8658], [-1.0315, 1.9572, -4.1729], [-0.4883, 2.7290, -2.7311], [0.7344, 2.3076, -4.0219], [-1.5476, 4.2653, -4.0202], [0.0737, 6.0272, -4.6999], [1.4112, 4.9140, -4.3594], [0.3610, 5.3776, -3.0744], [-1.5858, 3.5534, -6.0567], [-4.1022, -3.2569, 4.0239], [-3.9967, -2.2629, 2.9008], [-4.8639, -1.0528, 3.2007], [-2.6456, -1.8004, 2.8274], [-5.1710, -3.5063, 4.0790], [-3.9295, -2.7495, 4.9779], [-3.5261, -4.1747, 3.9718], [-4.3147, -2.6899, 1.9427], [-4.5986, -0.1946, 2.5870], [-4.7282, -0.7830, 4.2517], [-5.9341, -1.2581, 3.0813], [-2.4392, -1.4817, 1.9357], [2.4067, -2.6649, -3.3898], [2.5857, -1.7096, -4.5553], [1.2753, -1.0023, -4.8842], [3.5859, -0.7692, -4.1766], [1.8962, -2.1665, -2.5608], [3.3913, -2.9897, -3.0470], [1.8301, -3.5373, -3.6890], [2.8780, -2.3332, -5.4106], [0.9196, -0.4766, -3.9900], [0.5130, -1.7179, -5.1912], [1.3891, -0.2138, -5.6331], [3.7503, -0.1801, -4.9198], [-2.3925, -2.7707, -3.0518], [-3.3255, -2.0942, -2.0626], [-4.6480, -2.1957, -2.5065], [-5.4666, -1.1323, -2.0984], [-5.8062, -1.1691, -0.6288], [-2.3785, -2.2380, -4.0025], [-1.3664, -2.7852, -2.6727], [-2.6782, -3.8111, -3.2160], [-3.1480, -2.5351, -1.0734], [-2.9838, -1.0479, -2.0112], [-5.0417, -0.1498, -2.3638], [-6.3863, -1.1964, -2.6822], [-4.9294, -1.1718, 0.0224], [-6.4037, -2.0553, -0.4087], [-6.3956, -0.2918, -0.3477], [3.4570, 0.1796, 3.8885], [3.8398, 1.5664, 3.4396], [4.3774, 2.2890, 4.5505], [2.8509, 0.3331, 4.7894], [4.3161, -0.4166, 4.1839], [2.8109, -0.2678, 3.1385], [2.9940, 2.0620, 2.9455], [4.6024, 1.5002, 2.6439], [4.5834, 3.1828, 4.2641], [1.1764, -2.6898, 4.6869], [0.1044, -2.8833, 5.7475], [-1.0556, -3.4971, 5.2311], [0.8794, -2.0248, 3.8771], [1.4971, -3.6407, 4.2551], [2.0906, -2.2231, 5.0774], [-0.1364, -1.8745, 6.1122], [0.4702, -3.4909, 6.5698], [-1.6134, -2.8716, 4.7563], [3.3868, 4.2836, -1.8774], [3.4143, 2.8055, -1.7973], [3.3397, 2.4136, -0.4277], [2.5282, 4.7448, -1.3949], [3.4305, 4.6761, -2.9013], [4.3157, 4.7106, -1.4831], [4.2708, 2.3396, -2.3043], [2.5776, 2.3520, -2.3583], [3.4028, 1.4501, -0.4243], [4.5330, -1.3336, 0.6738], [4.9300, -1.3479, -0.7890], [4.0961, -0.3633, -1.4112], [4.7923, -0.3633, 1.0974], [4.9801, -2.1384, 1.2582], [3.4649, -1.4875, 0.7462], [4.7341, -2.3329, -1.2281], [5.9917, -1.1214, -0.9258], [3.8780, -0.6618, -2.3074]]
}


# 2
{
  "formula": "C33H92AsF6N10O9",
  "method": "ωB97M-V/def2-TZVPD",
  "e_tot_ha": -5372.10249,
  "multiplicity": 2,
  "max_force_ha_per_bohr": 0.095,
  "lumo_energy_ev": [3.893, 3.887],
  "homo_lumo_gap_ev": [3.348, 8.273],
  "e_homo_ha": [0.0200, -0.1612],
  "charge": -2,
  "elements": ["As", "F", "F", "F", "F", "F", "F", "C", "O", "N", "N", "H", "H", "H", "H", "C", "C", "C", "O", "C", "N", "H", "H", "H", "H", "H", "H", "H", "H", "H", "H", "H", "C", "C", "C", "O", "C", "N", "H", "H", "H", "H", "H", "H", "H", "H", "H", "H", "H", "C", "C", "C", "O", "C", "N", "H", "H", "H", "H", "H", "H", "H", "H", "H", "H", "H", "C", "C", "C", "O", "C", "N", "H", "H", "H", "H", "H", "H", "H", "H", "H", "H", "H", "C", "C", "C", "O", "C", "N", "H", "H", "H", "H", "H", "H", "H", "H", "H", "H", "H", "C", "C", "C", "O", "C", "N", "H", "H", "H", "H", "H", "H", "H", "H", "H", "H", "H", "C", "C", "C", "O", "C", "N", "H", "H", "H", "H", "H", "H", "H", "H", "H", "H", "H", "C", "C", "C", "O", "C", "N", "H", "H", "H", "H", "H", "H", "H", "H", "H", "H", "H"],
  "xyz": [[0.0442, 0.3521, 0.4986], [0.2629, 0.8140, 2.2924], [0.4238, 2.0890, 0.0870], [-0.1809, -0.1376, -1.2848], [-0.3128, -1.2824, 1.1664], [-1.6717, 0.7721, 0.7359], [1.8341, 0.1248, 0.4517], [-1.8484, -3.2626, -4.0531], [-2.9770, -3.8100, -4.2944], [-1.6522, -1.9432, -4.0092], [-0.7965, -3.9696, -3.8058], [-0.9110, -1.5984, -3.4162], [-2.4942, -1.4090, -4.1696], [-0.7571, -4.9326, -4.1079], [0.0739, -3.4979, -3.6057], [2.2036, -2.1059, 3.0401], [1.1095, -2.3364, 4.0519], [1.4694, -3.1353, 5.3438], [1.6599, -4.5386, 5.0902], [1.7010, -5.3734, 6.2491], [0.7913, -1.0492, 4.5362], [1.7668, -1.4296, 2.3053], [2.4024, -3.0589, 2.5498], [3.0549, -1.6619, 3.5563], [0.2841, -2.7717, 3.4886], [0.6836, -3.0910, 6.0980], [2.3534, -2.7547, 5.8553], [0.7522, -5.4492, 6.7801], [2.5605, -4.9867, 6.7967], [1.8969, -6.3814, 5.8834], [-0.1671, -1.0031, 4.8515], [0.6986, -0.4350, 3.7398], [1.2314, 4.8011, -1.5968], [1.6498, 3.8773, -2.7723], [2.9361, 4.2612, -3.5683], [3.4042, 3.1733, -4.4586], [4.7135, 3.4504, -4.9400], [2.0938, 2.7351, -2.0742], [1.8985, 4.6879, -0.7423], [0.3174, 4.3469, -1.2142], [1.1077, 5.8810, -1.6777], [0.7564, 3.6397, -3.3497], [3.7134, 4.6512, -2.9113], [2.6826, 5.0399, -4.2877], [4.7064, 4.0668, -5.8389], [4.9440, 2.5101, -5.4409], [5.4812, 3.6653, -4.1966], [2.1104, 2.0683, -2.8325], [1.2580, 2.6908, -1.5088], [-3.2000, -2.5142, -0.5444], [-2.2773, -3.7136, -0.6129], [-1.9369, -4.2174, 0.8417], [-0.9336, -5.2365, 0.7515], [-0.5871, -5.8797, 2.0214], [-2.9571, -4.8094, -1.3485], [-3.5594, -2.2265, -1.5324], [-2.8753, -1.5484, -0.1571], [-4.0493, -2.8059, 0.0733], [-1.3396, -3.3777, -1.0557], [-2.8258, -4.7169, 1.2268], [-1.5286, -3.4579, 1.5085], [0.1123, -5.2950, 2.6189], [-0.4124, -6.9199, 1.7463], [-1.4701, -5.8250, 2.6582], [-2.4811, -5.6802, -1.1608], [-2.7639, -4.7419, -2.3375], [-1.4948, 5.9131, 4.2875], [-1.5610, 4.6546, 3.5614], [-0.2823, 4.3251, 2.7091], [0.8984, 4.3374, 3.5375], [2.1000, 4.4173, 2.6621], [-1.7501, 3.6529, 4.5727], [-2.3937, 6.1562, 4.8540], [-1.2460, 6.7097, 3.5864], [-0.7507, 5.8958, 5.0838], [-2.3530, 4.5527, 2.8196], [-0.3648, 4.9424, 1.8146], [-0.4729, 3.3388, 2.2861], [2.0340, 3.5906, 1.9549], [2.9526, 4.2684, 3.3248], [2.1783, 5.4347, 2.2787], [-1.0615, 3.6540, 5.3115], [-1.7384, 2.7318, 4.1586], [1.9449, -4.1229, -0.8680], [2.4133, -3.2782, -2.0597], [2.9741, -4.1637, -3.1617], [4.1885, -4.9513, -2.7464], [5.2115, -4.1108, -2.2415], [1.3318, -2.4024, -2.5053], [1.1544, -4.8476, -1.0633], [1.7521, -3.4159, -0.0611], [2.8611, -4.6698, -0.6455], [3.1204, -2.5341, -1.6931], [3.2745, -3.5601, -4.0182], [2.1673, -4.8409, -3.4419], [5.5223, -3.5003, -3.0893], [6.0529, -4.6843, -1.8526], [4.9235, -3.6414, -1.3008], [1.6581, -1.7368, -3.1913], [0.9426, -1.7560, -1.8339], [-3.1466, 2.2703, -4.4207], [-2.4622, 2.2310, -2.9765], [-2.9265, 3.2563, -1.9257], [-3.1437, 4.5568, -2.5795], [-3.4921, 5.6065, -1.7347], [-2.4627, 0.8704, -2.4784], [-2.7127, 3.0335, -5.0667], [-4.2329, 2.3592, -4.4327], [-2.8464, 1.2666, -4.7217], [-1.4283, 2.5757, -2.9971], [-2.2109, 3.1999, -1.1055], [-3.8028, 2.8352, -1.4328], [-2.6416, 6.0810, -1.2452], [-4.1641, 5.2976, -0.9341], [-3.9141, 6.4439, -2.2904], [-1.9333, 0.2900, -3.1132], [-1.9787, 0.8604, -1.5919], [-5.0229, 0.4226, 1.1203], [-6.5093, 0.1586, 0.6408], [-7.5481, -0.0468, 1.7633], [-7.3352, -1.2129, 2.5510], [-7.5115, -2.3872, 1.7398], [-7.0207, 1.2863, -0.0735], [-5.0145, 1.4206, 1.5583], [-4.3834, 0.5787, 0.2515], [-4.6330, -0.2403, 1.8927], [-6.5107, -0.6563, -0.0832], [-8.5250, -0.0460, 1.2797], [-7.6644, 0.8011, 2.4382], [-7.7024, -3.1454, 2.4993], [-6.5885, -2.5491, 1.1831], [-8.3497, -2.4992, 1.0520], [-8.0243, 1.2234, -0.1684], [-6.8032, 2.0375, 0.5657], [5.4401, 0.8803, 1.6411], [5.1496, 1.4873, 0.2660], [4.9570, 0.5623, -0.8897], [6.1430, -0.2476, -1.0639], [7.3740, 0.2615, -1.4977], [3.9962, 2.4500, 0.3952], [5.5094, 1.6814, 2.3771], [6.2994, 0.2108, 1.6044], [4.6637, 0.1665, 1.9163], [5.9064, 2.1455, -0.1608], [4.7729, 1.1928, -1.7596], [4.0040, 0.0571, -0.7330], [8.0085, -0.0248, -0.6589], [7.5261, 1.3223, -1.6972], [7.7462, -0.3309, -2.3336], [3.2911, 1.9251, 0.8926], [3.4940, 2.3939, -0.4793]]
}


# 3
{
  "formula": "C33H93N7O12",
  "method": "ωB97M-V/def2-TZVPD",
  "e_tot_ha": -2598.82296,
  "max_force_ha_per_bohr": 0.077,
  "smiles": "COC[C@H](C)N.COC[C@H](C)N.COC[C@H](C)N.COC[C@H](C)N.COC[C@H](C)N.COC[C@H](C)N.COC[C@H](C)N.OCCO.OCCO.CO",
  "lumo_energy_ev": 0.147,
  "homo_lumo_gap_ev": 8.993,
  "e_homo_ha": -0.3251,
  "charge": 0,
  "elements": ["C", "O", "C", "C", "C", "N", "H", "H", "H", "H", "H", "H", "H", "H", "H", "H", "H", "C", "O", "C", "C", "C", "N", "H", "H", "H", "H", "H", "H", "H", "H", "H", "H", "H", "C", "O", "C", "C", "C", "N", "H", "H", "H", "H", "H", "H", "H", "H", "H", "H", "H", "C", "O", "C", "C", "C", "N", "H", "H", "H", "H", "H", "H", "H", "H", "H", "H", "H", "C", "O", "C", "C", "C", "N", "H", "H", "H", "H", "H", "H", "H", "H", "H", "H", "H", "C", "O", "C", "C", "C", "N", "H", "H", "H", "H", "H", "H", "H", "H", "H", "H", "H", "C", "O", "C", "C", "C", "N", "H", "H", "H", "H", "H", "H", "H", "H", "H", "H", "H", "O", "C", "C", "O", "H", "H", "H", "H", "H", "H", "O", "C", "C", "O", "H", "H", "H", "H", "H", "H", "C", "O", "H", "H", "H", "H"],
  "xyz": [[-4.7918, -30.1254, -12.6737], [-4.1466, -30.5952, -13.9591], [-2.7555, -30.6322, -14.0995], [-2.0084, -29.3234, -14.2984], [-2.2762, -28.6007, -15.6146], [-0.5990, -29.6047, -14.2884], [-5.8591, -30.2700, -12.5066], [-4.5289, -29.0741, -12.5561], [-4.3731, -30.5905, -11.7812], [-2.2904, -31.3130, -13.3864], [-2.6124, -31.1401, -15.0532], [-2.2611, -28.5534, -13.5695], [-3.3252, -28.3260, -15.7252], [-1.9087, -29.3308, -16.3357], [-1.7469, -27.6509, -15.5391], [-0.5102, -30.3839, -14.9249], [0.0335, -28.8532, -14.5238], [-0.2615, -32.2411, -6.0193], [-0.4084, -31.3203, -7.0079], [0.9094, -30.7665, -7.3546], [0.9212, -29.9986, -8.7668], [2.3053, -29.6701, -9.1737], [0.1727, -28.7113, -8.5664], [0.3098, -31.8551, -5.1750], [0.1369, -33.2085, -6.3252], [-1.2553, -32.5385, -5.6847], [1.2666, -30.0794, -6.5875], [1.5954, -31.5628, -7.6433], [0.4346, -30.6029, -9.5325], [2.6143, -28.7706, -8.6413], [2.5362, -29.3406, -10.1867], [3.0477, -30.4470, -8.9908], [0.1467, -28.2381, -9.4583], [-0.7922, -28.9581, -8.3989], [-2.0220, -24.6611, -20.8892], [-3.3530, -24.7087, -21.3994], [-3.4912, -25.7190, -22.4368], [-4.9454, -25.6114, -22.8456], [-5.3378, -26.3791, -24.1138], [-5.5533, -24.3153, -22.9479], [-1.4256, -24.0092, -21.5275], [-1.5045, -25.6203, -20.9002], [-2.0897, -24.2698, -19.8742], [-2.9090, -25.6138, -23.3523], [-3.3736, -26.6628, -21.9044], [-5.4411, -26.0107, -21.9608], [-4.9756, -25.8982, -25.0225], [-6.4030, -26.6090, -24.1343], [-4.9139, -27.3554, -23.8787], [-4.7533, -23.7022, -22.8849], [-6.0190, -24.1949, -23.8360], [-3.5343, -22.2754, -11.2862], [-3.9228, -21.8765, -12.5327], [-5.1957, -21.3108, -12.5218], [-5.7732, -21.4616, -13.9532], [-4.9050, -20.8300, -15.0952], [-7.0680, -20.8617, -13.9450], [-4.1605, -23.0622, -10.8655], [-3.4602, -21.4393, -10.5909], [-2.6135, -22.8441, -11.4162], [-5.7962, -21.9015, -11.8299], [-5.1166, -20.2951, -12.1343], [-5.8252, -22.5316, -14.1542], [-3.9676, -21.3621, -14.9332], [-4.6520, -19.7895, -14.8915], [-5.3787, -21.0596, -16.0496], [-7.0232, -19.8984, -14.2450], [-7.5543, -21.1176, -14.7924], [8.0563, -28.8183, -7.1359], [7.7397, -27.4331, -7.4716], [7.4937, -26.5997, -6.3099], [7.4942, -25.1438, -6.8254], [7.6178, -23.9179, -5.9491], [6.5370, -24.9087, -7.9225], [8.2891, -29.3357, -8.0666], [7.0428, -29.1710, -6.9444], [8.7562, -28.9645, -6.3132], [6.4942, -26.8409, -5.9481], [8.1748, -26.7675, -5.4756], [8.4062, -25.1088, -7.4213], [8.5546, -23.9223, -5.3919], [6.7812, -23.7814, -5.2639], [7.5987, -22.9829, -6.5089], [5.6247, -24.7330, -7.5264], [6.5142, -25.7070, -8.5409], [7.2849, -29.6552, -23.3610], [5.9895, -30.0640, -23.1880], [4.9471, -29.0466, -23.4666], [3.5863, -29.3868, -22.6664], [3.7374, -29.6262, -21.1743], [3.1086, -30.5901, -23.2277], [7.9791, -30.3922, -22.9570], [7.7349, -28.7110, -23.0546], [7.4509, -29.7520, -24.4340], [5.3358, -28.2002, -22.9004], [4.9082, -28.8284, -24.5338], [2.9070, -28.5671, -22.9004], [4.4588, -30.4343, -21.0535], [2.8453, -29.9028, -20.6124], [4.0758, -28.6737, -20.7665], [3.8306, -31.0076, -23.7974], [3.2056, -31.2160, -22.4410], [10.0722, -31.8038, -15.1098], [9.5996, -30.4878, -15.1825], [8.6969, -30.2969, -16.3012], [8.0982, -28.9544, -16.2733], [9.1001, -27.8287, -16.7742], [7.6504, -28.5016, -14.9334], [10.5350, -31.9949, -14.1416], [10.9591, -31.8730, -15.7397], [9.3443, -32.6030, -15.2498], [9.1946, -30.5302, -17.2424], [7.9306, -31.0546, -16.1379], [7.1852, -28.8843, -16.8647], [8.7105, -26.8118, -16.7270], [9.4097, -28.0564, -17.7941], [10.0135, -27.8501, -16.1798], [8.5630, -28.4679, -14.5021], [7.2544, -29.3712, -14.6063], [10.7459, -18.9210, -12.5978], [9.6806, -19.6055, -13.0158], [8.9148, -20.4366, -11.8966], [9.4571, -21.7321, -11.6396], [11.3872, -19.5979, -12.3695], [8.9348, -18.9439, -13.4563], [10.0044, -20.2936, -13.7968], [8.0810, -20.6808, -12.5549], [8.5832, -19.8154, -11.0645], [8.8535, -22.2220, -11.0762], [5.8294, -21.3668, -18.5819], [6.2037, -20.0247, -18.6635], [4.9289, -19.0890, -18.5597], [5.3447, -17.6866, -18.6187], [5.2958, -21.6403, -17.8322], [6.8083, -19.9012, -17.7650], [6.8854, -19.8004, -19.4840], [4.3885, -19.1375, -17.6144], [4.2415, -19.4447, -19.3272], [4.6236, -17.2046, -19.0301], [2.9150, -24.3995, -14.1768], [3.6299, -25.1376, -15.2279], [2.1370, -24.9155, -13.6142], [3.6614, -23.8641, -13.5901], [2.4038, -23.5785, -14.6797], [4.3711, -25.6463, -14.8911]]
}